{"formula": "C30H36N3O9S", "method": "ωB97M-V with the def2-TZVPD basis set", "species": ["C", "C", "O", "C", "C", "C", "O", "C", "C", "C", "C", "C", "C", "C", "C", "C", "C", "O", "H", "H", "H", "H", "H", "H", "H", "H", "H", "H", "H", "H", "H", "H", "H", "H", "H", "H", "H", "H", "H", "H", "H", "H", "H", "C", "C", "C", "C", "C", "S", "O", "O", "N", "C", "C", "C", "N", "O", "O", "C", "C", "C", "C", "N", "O", "O", "C", "C", "C", "H", "H", "H", "H", "H", "H", "H", "H", "H", "H", "H"], "xyz": [[-2.260, 3.850, 0.510], [-1.682, 2.614, -0.128], [-1.103, 1.868, 0.998], [-0.938, 0.536, 0.950], [-0.547, 0.014, 2.226], [0.233, -1.085, 2.757], [0.181, -1.284, 3.988], [1.181, -2.032, 2.035], [2.615, -1.503, 2.000], [3.316, -1.427, 3.384], [3.558, -0.009, 3.925], [2.958, 0.296, 5.304], [2.563, 1.766, 5.525], [1.439, 2.264, 4.604], [0.056, 1.751, 5.000], [-1.027, 1.942, 3.923], [-1.507, 0.659, 3.247], [-1.219, -0.092, -0.097], [-2.554, 4.578, -0.256], [-3.146, 3.577, 1.092], [-1.512, 4.294, 1.176], [-2.427, 1.997, -0.651], [-0.872, 2.889, -0.812], [1.205, -2.968, 2.609], [0.816, -2.291, 1.040], [3.225, -2.154, 1.353], [2.602, -0.511, 1.529], [2.762, -2.032, 4.107], [4.302, -1.894, 3.262], [4.647, 0.125, 4.024], [3.228, 0.739, 3.192], [2.095, -0.357, 5.484], [3.705, 0.035, 6.067], [2.256, 1.899, 6.571], [3.438, 2.408, 5.375], [1.410, 3.364, 4.637], [1.632, 1.999, 3.555], [0.112, 0.688, 5.283], [-0.249, 2.327, 5.892], [-1.898, 2.401, 4.426], [-0.679, 2.631, 3.140], [-2.429, 0.924, 2.708], [-1.756, -0.080, 4.021], [-4.212, -4.052, -5.887], [-3.099, -3.682, -4.950], [-1.800, -3.601, -5.455], [-0.731, -3.270, -4.631], [-0.960, -2.953, -3.281], [0.445, -2.604, -2.236], [0.241, -3.111, -0.909], [1.649, -2.854, -2.973], [0.430, -0.815, -1.911], [0.339, 0.142, -2.922], [-0.299, 0.079, -4.152], [-0.276, 1.227, -4.960], [-0.890, 1.147, -6.252], [-0.972, 2.179, -6.951], [-1.326, 0.036, -6.647], [0.331, 2.428, -4.502], [0.876, 2.514, -3.225], [0.840, 1.374, -2.403], [1.130, 1.118, -1.004], [1.592, 2.050, -0.063], [1.641, 3.259, -0.394], [1.926, 1.654, 1.085], [0.728, -0.204, -0.721], [-2.266, -2.999, -2.767], [-3.324, -3.363, -3.603], [-5.162, -4.160, -5.357], [-4.331, -3.281, -6.660], [-3.985, -4.992, -6.405], [-1.630, -3.782, -6.518], [0.271, -3.201, -5.042], [-0.815, -0.824, -4.468], [0.343, 3.266, -5.195], [1.345, 3.419, -2.844], [1.013, -0.743, 0.173], [-2.443, -2.731, -1.725], [-4.350, -3.386, -3.220]], "atomic_forces_ev_per_a": [[-0.298, 0.130, -0.035], [0.388, -0.677, 0.602], [-0.419, 0.807, -1.217], [-0.065, -1.396, 1.048], [-0.700, -0.108, 0.486], [-0.923, 0.389, 0.067], [0.202, -0.198, 0.285], [-0.095, -0.070, -0.215], [0.325, 0.120, -0.179], [0.170, -0.096, -0.380], [0.313, 0.370, 0.119], [-0.125, -0.072, 0.268], [-0.094, -0.023, -0.351], [-0.013, 0.002, -0.092], [-0.026, 0.016, 0.315], [-0.141, 0.190, 0.454], [0.380, 0.306, 0.166], [0.052, 0.225, -0.234], [0.073, -0.095, 0.155], [0.129, 0.162, 0.044], [-0.195, -0.006, -0.161], [0.265, 0.141, 0.151], [-0.158, -0.208, 0.043], [-0.295, 0.212, -0.045], [0.119, 0.018, 0.116], [-0.263, 0.088, 0.036], [0.226, -0.159, 0.159], [-0.017, 0.119, -0.044], [-0.177, -0.093, 0.089], [-0.209, 0.159, -0.169], [-0.025, -0.214, 0.130], [0.019, 0.184, -0.135], [-0.151, -0.057, -0.012], [0.013, 0.006, -0.076], [0.090, -0.078, 0.028], [0.078, -0.151, -0.094], [0.047, 0.007, 0.248], [-0.061, 0.320, -0.116], [0.095, -0.309, -0.053], [0.132, 0.013, -0.298], [-0.098, -0.043, 0.335], [0.007, -0.178, 0.250], [0.082, 0.083, -0.250], [-0.179, -0.027, -0.070], [0.181, 0.275, 0.221], [0.217, 0.019, 0.236], [0.000, 0.235, 0.210], [-0.355, -0.313, -0.342], [0.066, 1.902, 1.459], [-0.014, -0.255, -0.942], [-0.666, 0.037, 0.037], [-0.275, -1.815, -1.029], [-0.114, 1.026, -0.173], [0.310, -0.080, -0.018], [0.636, 0.061, 1.440], [-1.005, -0.131, -2.106], [0.218, -1.535, 1.200], [0.767, 1.851, 0.792], [-0.240, -0.458, -0.445], [-0.095, -0.340, -0.234], [-0.216, -0.130, 0.442], [-0.304, -0.437, -1.124], [0.660, 0.824, 1.920], [-0.012, -1.593, 0.139], [-0.515, 0.664, -2.354], [1.605, 0.115, -0.639], [0.339, 0.176, 0.109], [0.112, -0.027, -0.182], [0.109, -0.002, -0.106], [0.000, -0.124, 0.176], [-0.076, 0.169, 0.143], [0.030, -0.021, 0.322], [-0.093, -0.045, 0.143], [0.214, 0.459, -0.122], [0.030, -0.084, 0.261], [-0.289, -0.132, -0.167], [-0.237, -0.018, -0.390], [0.060, -0.079, -0.205], [0.473, 0.000, -0.041]], "homo_lumo_gap_ev": 4.963, "charge": -1, "lumo_energy_ev": 1.23, "e_tot_ev": -65421.507, "de_lowest_kcal_mol": 0.00}